(1)
{"formula": "C3H7S", "method": "ωB97M-V with the def2-TZVPD basis set", "elements": ["C", "C", "C", "S", "H", "H", "H", "H", "H", "H", "H"], "coordinates": [[-1.130885, -0.289219, -0.867972], [0.380911, 0.015560, -0.429926], [0.760904, 0.068803, 1.068848], [0.367202, 1.578622, 1.968828], [-1.325539, -1.335281, -0.666195], [-1.332806, -0.143535, -1.918492], [-1.572231, 0.328145, -0.174976], [1.107845, -0.539205, -0.906923], [0.605695, 1.010815, -0.876886], [1.893898, -0.138920, 1.223387], [0.245001, -0.555788, 1.580307]], "atomic_forces_ev_per_a": [[3.586, -1.608, 0.360], [-1.036, 2.272, -0.434], [3.964, 3.753, -2.957], [-0.202, 1.006, 0.060], [-0.355, -0.286, 0.277], [-0.021, 0.597, -0.156], [-2.145, 1.443, 1.092], [1.285, -2.081, -1.284], [-0.250, -0.166, 0.565], [-1.732, 0.047, -0.594], [-3.095, -4.976, 3.071]], "charge": -1, "e_homo_ev": -2.03, "de_lowest_kj_mol": 111.5, "gap_ev": 6.38, "smiles": "CCC[S-]", "molar_mass_g_mol": 75.2}

---

(2)
{"formula": "C26H20IrN3O4STe", "method": "ωB97M-V with the def2-TZVPD basis set", "elements": ["Ir", "C", "C", "C", "C", "C", "C", "C", "C", "H", "H", "H", "H", "H", "C", "Te", "C", "C", "C", "C", "C", "C", "C", "H", "H", "H", "H", "H", "H", "H", "H", "C", "C", "C", "C", "C", "C", "C", "S", "O", "O", "O", "H", "H", "H", "H", "H", "H", "H", "O", "N", "C", "C", "N", "C", "N"], "coordinates": [[-0.769563, 0.374601, 0.001575], [-1.984958, 1.550212, 0.776719], [-2.802053, 2.344093, 1.287520], [-3.723480, 3.223143, 1.862451], [-3.278614, 4.293619, 2.662966], [-4.200380, 5.136303, 3.244338], [-5.561674, 4.924494, 3.040195], [-6.010375, 3.874802, 2.243221], [-5.102397, 3.024461, 1.650801], [-2.217681, 4.443585, 2.807456], [-3.866991, 5.960883, 3.858773], [-6.280100, 5.585164, 3.506821], [-7.069882, 3.726874, 2.087896], [-5.430079, 2.207832, 1.022532], [2.615350, 2.564214, -0.117314], [2.003763, 0.547988, -0.404265], [3.302726, 0.258143, 1.322722], [4.355418, 1.294150, 1.130014], [5.659168, 1.109829, 1.577020], [6.606324, 2.097972, 1.363971], [6.264341, 3.254792, 0.676726], [4.974169, 3.429657, 0.198320], [4.012093, 2.457739, 0.430199], [1.904636, 2.980297, 0.600913], [2.546817, 3.122829, -1.046860], [3.649493, -0.763480, 1.440282], [2.569035, 0.500056, 2.097672], [5.927620, 0.199036, 2.096852], [7.617321, 1.959696, 1.721881], [7.010916, 4.016094, 0.495960], [4.718361, 4.319525, -0.362950], [-2.894169, -7.356105, -1.398386], [-2.111149, -6.104301, -1.127053], [-2.556099, -5.167594, -0.197063], [-1.837516, -4.010868, 0.050255], [-0.651127, -3.803295, -0.638829], [-0.176618, -4.721597, -1.567979], [-0.912397, -5.867418, -1.801009], [0.202434, -2.304111, -0.434628], [1.601200, -2.487532, -0.728981], [-0.068882, -1.746170, 0.907875], [-0.407426, -1.274381, -1.374924], [-3.868144, -7.329952, -0.913895], [-2.355580, -8.230998, -1.030573], [-3.044527, -7.492987, -2.469394], [-3.477488, -5.347935, 0.341629], [-2.178318, -3.289236, 0.780258], [0.757159, -4.541883, -2.082439], [-0.552431, -6.593927, -2.518638], [0.378863, 1.471747, -2.018277], [0.018959, 1.067144, -3.177136], [0.874129, 0.516205, -3.986084], [0.422734, 0.054786, -5.261447], [0.058092, -0.335147, -6.276781], [2.234057, 0.399249, -3.554546], [3.104924, 0.477700, -2.796360]], "atomic_forces_ev_per_a": [[0.310, -0.587, -0.645], [-0.078, 0.112, 0.156], [0.028, -0.014, -0.036], [-0.021, 0.002, 0.034], [-0.004, -0.005, -0.014], [-0.003, 0.003, -0.003], [-0.002, 0.000, 0.007], [0.000, 0.007, -0.002], [0.017, 0.013, -0.019], [0.001, -0.015, 0.020], [0.000, -0.003, 0.005], [-0.001, 0.008, -0.009], [-0.001, -0.001, 0.001], [-0.003, -0.015, 0.018], [-0.008, 0.010, 0.044], [-0.080, 0.422, 0.855], [-0.054, -0.059, -0.008], [0.043, 0.009, -0.086], [-0.034, 0.013, 0.036], [0.007, 0.018, 0.001], [0.014, -0.002, 0.012], [-0.045, 0.019, 0.043], [0.061, -0.062, -0.034], [0.025, 0.047, -0.012], [-0.002, -0.053, -0.033], [0.007, -0.006, -0.086], [0.047, -0.050, 0.053], [0.001, -0.004, -0.004], [0.003, -0.004, -0.006], [0.001, -0.001, -0.005], [0.003, 0.000, -0.003], [0.011, -0.009, 0.005], [0.000, 0.002, -0.003], [0.004, 0.004, 0.011], [0.019, -0.036, 0.030], [-0.128, 0.091, -0.112], [0.026, -0.041, 0.048], [0.003, -0.001, -0.001], [0.399, -0.069, 0.163], [-0.119, 0.008, -0.066], [-0.256, 0.041, 0.137], [-0.289, 0.304, 0.156], [0.000, -0.001, 0.000], [0.000, -0.001, 0.002], [-0.003, -0.002, 0.001], [-0.004, 0.004, -0.005], [-0.009, 0.009, -0.011], [-0.004, 0.010, -0.015], [-0.002, 0.003, -0.006], [-0.033, -0.124, -0.244], [-0.017, -0.114, 0.083], [0.048, 0.096, -0.225], [-0.087, 0.014, 0.003], [0.044, 0.000, -0.022], [-0.245, 0.087, 0.565], [0.408, -0.081, -0.773]], "charge": 1, "e_homo_ev": [-11.43, -11.79], "de_lowest_kj_mol": 15.5, "gap_ev": [8.22, 5.45], "spin_multiplicity": 6, "molar_mass_g_mol": 790.3}

---

(3)
{"formula": "C2H2ClNO4S", "method": "ωB97M-V with the def2-TZVPD basis set", "elements": ["C", "C", "N", "O", "O", "O", "O", "S", "Cl", "H", "H"], "coordinates": [[-0.002829, -1.716660, -0.326473], [1.248282, 0.422522, 0.248941], [0.485046, 1.487747, -0.257720], [-0.283413, -2.844892, -0.254012], [-1.069369, -0.715267, -0.149236], [-1.795371, 1.283020, -1.385948], [1.123113, -1.072861, -0.413520], [-0.932273, 0.875336, -0.301371], [-1.803353, 1.450737, 1.504926], [2.350989, 0.618576, 0.169126], [0.679183, 0.211744, 1.165287]], "atomic_forces_ev_per_a": [[0.743, 2.369, 0.956], [0.132, -0.772, 1.002], [-0.572, -1.860, -2.007], [-0.228, -0.507, -0.445], [-0.353, 0.771, 0.140], [1.029, -0.363, 1.788], [0.937, 0.718, -0.391], [-2.515, 1.413, -1.812], [0.104, -0.499, -0.672], [-1.335, -0.550, 0.504], [2.060, -0.719, 0.936]], "charge": 0, "e_homo_ev": -10.92, "de_lowest_kj_mol": 0.0, "gap_ev": 10.23, "molar_mass_g_mol": 171.6}

---

(4)
{"formula": "C6H12", "method": "ωB97M-V with the def2-TZVPD basis set", "elements": ["C", "C", "C", "C", "H", "H", "H", "H", "H", "H", "H", "H", "C", "C", "H", "H", "H", "H"], "coordinates": [[0.807527, 2.059970, 0.752530], [0.071209, 1.157116, 0.110205], [-1.010301, 0.345167, 0.775330], [-2.070578, -0.178735, -0.188467], [1.599485, 2.625754, 0.271474], [0.666549, 2.236840, 1.818187], [0.256373, 0.949422, -0.944073], [-1.481833, 0.976308, 1.537361], [-0.565883, -0.502425, 1.316249], [-2.463025, 0.634556, -0.807121], [-1.668445, -0.944008, -0.863703], [-2.905424, -0.626380, 0.360258], [1.982422, -1.141398, -0.424946], [0.971729, -1.818232, -0.959116], [2.102636, -1.053334, 0.651375], [2.678201, -0.574570, -1.038178], [0.231125, -2.312792, -0.335213], [0.798234, -1.833260, -2.032158]], "atomic_forces_ev_per_a": [[-0.058, -0.134, -0.028], [0.151, 0.217, 0.089], [-0.032, 0.002, 0.155], [-0.084, -0.005, -0.091], [-0.122, -0.099, -0.032], [-0.048, 0.040, -0.161], [-0.067, 0.163, 0.195], [0.023, -0.124, -0.044], [0.004, 0.125, -0.115], [-0.021, -0.095, 0.072], [-0.021, 0.186, 0.118], [0.093, 0.058, -0.105], [-0.275, -0.086, -0.115], [0.167, 0.179, 0.122], [0.048, -0.112, -0.145], [-0.032, -0.164, 0.063], [0.182, -0.055, -0.100], [0.090, -0.097, 0.123]], "charge": 0, "e_homo_ev": -9.32, "de_lowest_kj_mol": 199.8, "gap_ev": 10.55, "smiles": "C=CCC.C=C", "molar_mass_g_mol": 84.2}

---

(5)
{"formula": "C10H16", "method": "ωB97M-V with the def2-TZVPD basis set", "elements": ["C", "C", "C", "C", "C", "C", "C", "H", "H", "H", "H", "H", "H", "H", "H", "C", "C", "C", "H", "H", "H", "H", "H", "H", "H", "H"], "coordinates": [[1.251119, -1.903206, 0.015675], [-0.232816, -1.596643, 0.048580], [-1.084926, -2.571361, 0.533679], [-2.463178, -2.305153, 0.657632], [-2.983241, -1.199430, 0.030546], [-2.138310, -0.279636, -0.571143], [-0.768312, -0.461967, -0.592209], [1.659762, -1.863429, 1.018517], [1.822057, -1.177301, -0.565727], [1.443152, -2.839552, -0.485592], [-0.740447, -3.573198, 0.772451], [-2.995528, -3.091140, 1.178971], [-4.038118, -0.973937, -0.069073], [-2.567039, 0.585848, -1.043794], [-0.040581, 0.309999, -0.807177], [1.026251, 3.238925, 0.402921], [2.162301, 2.281685, -0.004369], [3.339177, 3.095660, -0.531593], [1.211333, 4.257850, 0.066936], [0.840981, 3.278584, 1.477851], [0.095635, 2.980902, -0.111820], [2.483548, 1.669008, 0.840535], [1.801076, 1.585805, -0.752367], [3.042997, 3.764636, -1.334836], [3.742211, 3.670880, 0.309229], [4.130348, 2.401768, -0.849317]], "atomic_forces_ev_per_a": [[-0.134, 0.951, -0.275], [0.442, -0.507, -1.340], [-1.005, 0.445, 0.247], [1.229, -1.161, -0.331], [-0.500, 0.572, -0.110], [0.375, 0.151, -0.427], [0.527, -0.402, 1.968], [0.169, -0.391, 0.186], [-0.198, 0.250, 0.007], [0.026, -0.554, 0.247], [0.250, 0.277, 0.430], [-0.663, 0.301, -0.243], [-0.096, -0.314, 0.455], [-0.115, 0.246, -0.106], [-0.318, 0.146, -0.702], [-0.489, -0.159, -0.227], [-0.246, 0.700, 0.159], [0.475, -0.904, 0.605], [0.301, 0.102, 0.078], [-0.006, -0.090, -0.094], [-0.060, -0.179, 0.321], [-0.008, 0.059, 0.014], [0.005, -0.109, -0.279], [0.082, -0.010, -0.099], [0.010, 0.175, -0.280], [-0.055, 0.404, -0.203]], "charge": 0, "e_homo_ev": -9.05, "de_lowest_kj_mol": 65.4, "gap_ev": 10.07, "smiles": "Cc1ccccc1.CCC", "molar_mass_g_mol": 136.2}

---

(6)
{"formula": "C2H6IN2S", "method": "ωB97M-V with the def2-TZVPD basis set", "elements": ["C", "C", "N", "N", "S", "I", "H", "H", "H", "H", "H", "H"], "coordinates": [[0.515627, -0.885060, 0.288295], [-0.713876, 0.785067, -0.960362], [0.501306, -1.974700, 1.034282], [-0.596496, -0.358952, -0.194516], [-0.113022, 2.572168, 0.516636], [2.378110, -0.018732, -0.112832], [-1.716961, 1.065168, -1.227432], [0.061725, 0.970472, -1.686551], [-0.357054, -2.450070, 1.280119], [1.359441, -2.350915, 1.411681], [-1.473089, -0.767587, 0.126097], [0.154286, 3.413140, -0.475413]], "atomic_forces_ev_per_a": [[0.847, -0.031, -0.028], [1.170, 3.539, 1.534], [-0.098, 0.237, -0.096], [-0.398, -1.051, 0.597], [-1.054, -2.244, -1.398], [-0.468, -0.396, 0.053], [-0.135, -0.186, -0.053], [-0.054, -0.227, -0.149], [-0.008, 0.005, -0.029], [-0.046, 0.082, -0.071], [0.170, 0.072, -0.037], [0.074, 0.199, -0.322]], "charge": 1, "e_homo_ev": [-12.70, -12.70], "de_lowest_kj_mol": 66.8, "gap_ev": [7.82, 7.82], "molar_mass_g_mol": 217.1}

---

(7)
{"formula": "C4H5N3", "method": "ωB97M-V with the def2-TZVPD basis set", "elements": ["N", "C", "C", "N", "C", "N", "C", "H", "H", "H", "H", "H"], "coordinates": [[2.052596, 0.499260, 0.834088], [1.193620, -0.444408, 0.529577], [0.090762, 0.113689, -0.358782], [-0.335415, -0.885195, -1.326012], [-1.548482, -1.139016, -1.017061], [-2.116325, -0.420155, 0.075955], [-1.151444, 0.326307, 0.469651], [2.016027, 1.470708, 0.512818], [2.844910, 0.275124, 1.423765], [0.357778, 1.045326, -0.893739], [-2.158695, -1.863134, -1.550613], [-1.245332, 1.021495, 1.300353]], "atomic_forces_ev_per_a": [[-0.018, -0.195, 0.049], [0.159, 0.513, -0.030], [-0.013, -0.020, 0.044], [-0.347, -0.017, 0.070], [0.125, -0.122, -0.246], [0.382, 0.212, 0.074], [-0.214, -0.079, 0.021], [-0.026, -0.187, -0.059], [-0.180, 0.037, -0.045], [0.037, -0.129, 0.091], [0.091, 0.118, 0.106], [0.004, -0.132, -0.075]], "charge": 0, "e_homo_ev": -8.84, "de_lowest_kj_mol": 316.3, "gap_ev": 9.33, "molar_mass_g_mol": 95.1}